Here is a structure of composition C33H22CoN7O7P2Se3 in a non-equilibrium geometry from OMol25. Energies are from ωB97M-V/def2-TZVPD.

Each line ends with the Löwdin spin population.
Positions of all 75 atoms, in Å:
1 Co -0.09761 1.87286 -2.09848  2.773
2 Se -1.57434 -2.14190 3.95081  0.000
3 P -0.55856 -0.35511 3.39912  0.001
4 C -1.54717 1.08155 3.95343  0.000
5 C -1.03864 2.32928 4.31197  0.000
6 C -1.89608 3.36847 4.64375  0.000
7 C -3.26988 3.18696 4.59639  0.000
8 C -3.78453 1.95544 4.22000  0.000
9 C -2.92975 0.90811 3.90852  0.000
10 C 1.15898 -0.45532 4.02125  0.000
11 C 1.74278 -1.71918 3.93545  0.000
12 C 3.06425 -1.91416 4.30877  0.000
13 C 3.81675 -0.85258 4.78721  0.000
14 C 3.24552 0.40744 4.87285  0.000
15 C 1.92941 0.61006 4.48242  0.000
16 C -0.24039 0.15962 1.65571  0.004
17 C -0.47435 -0.01444 0.28476  0.010
18 N 0.11132 1.05443 -0.30891  0.064
19 N 0.65628 1.84397 0.60121  0.008
20 N 0.46362 1.32503 1.77595  0.009
21 P -1.20053 -1.17269 -0.91023  0.013
22 Se -0.88496 -0.48522 -2.93358  0.090
23 C -0.39554 -2.77685 -0.70908  0.003
24 C -0.35873 -3.38067 0.54367  0.000
25 C 0.29439 -4.59080 0.70957  0.000
26 C 0.92414 -5.19522 -0.37137  0.000
27 C 0.89061 -4.59317 -1.62052  0.000
28 C 0.22913 -3.38537 -1.79473  0.003
29 C -2.97705 -1.28972 -0.58638  0.001
30 C -3.89292 -1.03606 -1.60497  0.001
31 C -5.25459 -1.09208 -1.33798  0.000
32 C -5.70361 -1.40811 -0.06394  0.000
33 C -4.79012 -1.66637 0.94988  0.000
34 C -3.43056 -1.60052 0.69231  0.000
35 H 0.01716 2.52017 4.31030  0.000
36 H -1.48313 4.32941 4.92557  0.000
37 H -3.93596 4.00366 4.84767  0.000
38 H -4.85617 1.80176 4.17292  0.000
39 H -3.33921 -0.05738 3.64478  0.000
40 H 1.15483 -2.55706 3.58599  0.000
41 H 3.50168 -2.90189 4.22888  0.000
42 H 4.84513 -1.00590 5.09093  0.000
43 H 3.82858 1.24575 5.23318  0.000
44 H 1.53080 1.60484 4.52892  0.000
45 H -0.83002 -2.92325 1.40223  0.000
46 H 0.30844 -5.05619 1.68902  0.000
47 H 1.44725 -6.13463 -0.23725  0.000
48 H 1.38785 -5.05912 -2.46251  0.000
49 H 0.20687 -2.91169 -2.76645  0.003
50 H -3.54172 -0.78953 -2.59745  0.001
51 H -5.96395 -0.88426 -2.12986  0.000
52 H -6.76692 -1.45090 0.14062  0.000
53 H -5.12940 -1.92262 1.94767  0.000
54 H -2.73937 -1.79442 1.50117  0.000
55 Se -3.74943 4.75709 -1.66306  0.601
56 C -2.51874 3.54877 -1.67666  0.062
57 N -1.67909 2.71045 -1.66677  0.203
58 O 4.14193 2.51185 -8.19440  0.001
59 N 4.63557 1.90696 -7.26499  0.000
60 O 5.72761 1.38015 -7.26895  0.001
61 C 3.83281 1.78697 -6.03348  0.003
62 C 2.57231 2.30038 -6.01303  -0.001
63 C 1.83184 2.20407 -4.84595  0.003
64 C 2.32782 1.56827 -3.66418  0.010
65 O 1.65689 1.47806 -2.59847  0.076
66 C 3.64261 1.01706 -3.78778  0.005
67 C 4.37529 1.14613 -4.92705  0.000
68 N 4.27657 0.25975 -2.67654  0.000
69 O 3.62265 0.03736 -1.69143  0.001
70 O 5.43622 -0.07812 -2.84265  0.001
71 N 0.51401 2.79412 -4.88664  0.004
72 O -0.13200 2.92418 -3.83741  0.034
73 O 0.08096 3.17769 -5.93878  0.009
74 H 2.15802 2.79005 -6.88192  0.000
75 H 5.37609 0.74434 -4.96102  0.000

Results
2S+1: 5
HOMO (spin up / spin down) in eV: -8.23 / -8.23
Orbital gap (spin up / spin down) in eV: 6.71 / 3.91

---

Here is the molecule C5H6F2 in a non-equilibrium geometry from OMol25. Energies are from ωB97M-V/def2-TZVPD.

Each line ends with the Löwdin charge.
Positions of all 13 atoms, in Å:
1 F 1.08360 -1.69598 -0.31586  -0.064
2 C 1.94847 -0.63435 0.18956  -0.053
3 C 1.51039 0.58915 0.39379  -0.046
4 C 0.20528 1.19168 -0.16925  -0.091
5 C -0.94114 0.65529 -0.33429  -0.125
6 C -1.56244 -0.67860 -0.14760  -0.160
7 F -2.88417 -0.56733 0.45450  -0.126
8 H 2.80240 -0.95509 0.64620  0.077
9 H 2.30503 1.10038 0.86706  0.088
10 H 0.30459 2.16405 -0.66888  0.109
11 H -1.89043 1.31003 -0.66761  0.159
12 H -1.87041 -1.39842 -0.91886  0.137
13 H -1.01118 -1.08081 0.67121  0.096

Results
SMILES: F/C=C\C=C/CF
HOMO in eV: -9.86
Energy relative to the best compared isomer or geometry (same formula, charge and spin) in kJ/mol: 172.3
Orbital gap in eV: 10.59

---

Here is a structure of composition C36H55N4OP2PtSe in a non-equilibrium geometry from OMol25. Energies are from ωB97M-V/def2-TZVPD.

Each line ends with the Löwdin spin population.
Positions of all 100 atoms, in Å:
1 C -1.90440 -1.99540 -1.50140  0.005
2 C 0.19620 -1.69890 -2.56080  0.003
3 C -2.30510 -2.88920 -2.50100  0.005
4 C -0.17320 -2.57390 -3.59640  0.004
5 C -1.42430 -3.19150 -3.55210  -0.005
6 H -3.30710 -3.32550 -2.46380  0.001
7 H 0.52090 -2.75640 -4.42140  0.001
8 H -1.72650 -3.88690 -4.34170  0.000
9 N -0.65230 -1.45330 -1.51780  0.106
10 P -2.40170 0.24940 0.07350  0.108
11 P 2.17240 -0.68470 -0.83910  0.123
12 C -2.83240 -1.52540 -0.40950  0.013
13 H -3.88500 -1.67920 -0.70250  0.003
14 H -2.64770 -2.10180 0.51740  0.000
15 C 0.43380 1.42610 1.22320  0.064
16 O 0.73020 2.31700 1.93180  0.004
17 C 1.43070 -0.85180 -2.58480  0.010
18 H 2.13730 -1.19470 -3.35460  0.001
19 C 3.61340 0.58370 -1.05730  0.021
20 C 2.88910 -2.41250 -0.42870  0.029
21 C -3.20310 1.35440 -1.27050  0.016
22 C -3.33000 0.48740 1.73160  0.017
23 C 3.21190 1.93410 -0.42190  0.002
24 H 3.28750 1.89420 0.67530  0.000
25 H 3.91820 2.70220 -0.78930  0.000
26 H 2.18970 2.24290 -0.67840  0.000
27 C 4.86610 0.10260 -0.29490  0.002
28 H 4.68180 0.05070 0.79140  0.000
29 H 5.23770 -0.87410 -0.64130  0.000
30 H 5.67180 0.84120 -0.46060  0.000
31 C 3.94870 0.80170 -2.54690  0.005
32 H 4.98770 1.17300 -2.62710  0.001
33 H 3.87850 -0.12400 -3.14030  0.000
34 H 3.29310 1.56170 -3.00180  0.000
35 C 3.50520 -2.38330 0.98890  0.003
36 H 3.14760 -1.51080 1.55730  0.001
37 H 3.18290 -3.29320 1.52910  0.000
38 H 4.60360 -2.37250 0.97920  0.000
39 C 1.72020 -3.42390 -0.39920  0.000
40 H 0.81920 -3.00080 0.06930  -0.001
41 H 1.46030 -3.78670 -1.40560  0.000
42 H 2.03770 -4.29680 0.20070  0.000
43 C 3.91480 -2.90560 -1.46780  0.010
44 H 4.03930 -2.18050 -2.29120  0.002
45 H 4.90480 -3.10730 -1.02990  0.001
46 H 3.54950 -3.85130 -1.91070  0.001
47 C -3.05960 1.91490 2.25060  0.002
48 H -3.00650 1.88730 3.35480  0.000
49 H -2.09570 2.29900 1.87570  0.001
50 H -3.85500 2.62470 1.97320  0.000
51 C -2.74990 -0.50220 2.76080  -0.001
52 H -2.72060 -1.53700 2.38310  0.000
53 H -1.73070 -0.21870 3.06290  -0.001
54 H -3.39910 -0.48990 3.65640  0.000
55 C -4.84540 0.21800 1.61780  0.008
56 H -5.16540 -0.37330 2.49600  0.001
57 H -5.44970 1.13530 1.59560  0.000
58 H -5.08260 -0.37870 0.72040  0.001
59 C -2.49790 1.04070 -2.60820  0.000
60 H -3.21670 0.86420 -3.42640  0.000
61 H -1.87980 1.91400 -2.88790  0.000
62 H -1.82840 0.17350 -2.51310  -0.001
63 C -2.88290 2.81890 -0.89200  0.001
64 H -1.83860 2.89210 -0.54240  0.000
65 H -3.00050 3.45140 -1.79260  0.000
66 H -3.55760 3.21050 -0.11500  0.000
67 C -4.71580 1.15810 -1.47470  0.007
68 H -4.96620 0.11760 -1.74740  0.000
69 H -5.30730 1.44320 -0.59030  0.000
70 H -5.04150 1.80510 -2.31090  0.002
71 Pt 0.00000 0.00000 0.00000  0.960
72 N 0.24710 1.14640 -1.80800  0.212
73 C 0.85710 0.60370 -2.79400  0.016
74 C 0.99190 1.25000 -4.12920  0.011
75 C 1.00290 2.66300 -4.18760  -0.001
76 C 1.09870 0.53110 -5.33920  -0.001
77 C 1.12200 3.32930 -5.40890  0.001
78 H 0.91270 3.20660 -3.24210  0.001
79 C 1.21360 1.20080 -6.56590  0.001
80 H 1.08450 -0.56310 -5.33280  0.000
81 C 1.22790 2.60130 -6.60710  -0.003
82 H 1.13340 4.42460 -5.43190  0.000
83 H 1.29180 0.62330 -7.49370  0.000
84 H 1.32060 3.12380 -7.56520  0.000
85 C 2.78200 0.62670 2.98780  0.004
86 N 1.72820 0.13340 3.85460  0.017
87 C 1.68410 0.46920 5.15770  0.008
88 C 0.62760 -0.16970 5.74300  0.005
89 N 0.01410 -0.91860 4.81000  0.024
90 C -1.11140 -1.79990 5.12040  0.004
91 C 0.67000 -0.70520 3.63220  0.028
92 Se 0.21910 -1.58280 2.11650  0.120
93 H 3.76210 0.21930 3.31400  0.001
94 H 2.83540 1.73360 3.04710  0.001
95 H 2.57370 0.35420 1.95600  0.002
96 H 2.38770 1.12730 5.65400  0.001
97 H 0.34410 -0.11580 6.78650  0.001
98 H -1.43820 -2.38020 4.23680  0.003
99 H -0.80570 -2.52420 5.90400  0.001
100 H -1.96000 -1.19840 5.50820  0.000

Results
2S+1: 3
Net charge: +1
HOMO (spin up / spin down) in eV: -7.91 / -9.91
Energy relative to the best compared isomer or geometry (same formula, charge and spin) in kJ/mol: 0.0
Orbital gap (spin up / spin down) in eV: 5.72 / 7.65

---

Here is a cluster of 10 separate species, C26H74N18O11P in total in a non-equilibrium geometry from OMol25. Energies are from ωB97M-V/def2-TZVPD.

Each line ends with the Löwdin charge.
Positions of all 130 atoms, in Å:
1 C 8.09849 -3.58541 1.54513  -0.171
2 C 6.91977 -3.30860 0.39136  -0.258
3 C 7.08443 -1.76433 -0.13718  -0.227
4 C 6.01656 -0.69861 0.53323  -0.209
5 C 6.76027 0.64952 1.10493  -0.218
6 C 7.63898 1.47873 -0.00294  -0.218
7 C 6.79952 2.58291 -0.87556  -0.238
8 C 5.71768 3.47103 -0.02201  -0.228
9 C 4.23396 2.74203 -0.27613  -0.272
10 C 3.10599 3.16035 0.84012  -0.405
11 P 1.43045 3.61836 0.02942  0.255
12 C 0.41369 3.18248 1.59432  -0.422
13 C -0.00947 1.59972 1.71105  -0.275
14 C -1.62220 1.42050 1.43226  -0.211
15 C -2.26530 0.04172 2.05495  -0.149
16 C -2.95442 -0.94425 0.89347  -0.173
17 O -4.42162 -0.83644 0.92935  -0.144
18 C -5.03758 -1.28301 -0.33478  -0.277
19 C -5.50867 -0.24283 -1.55663  -0.016
20 O -5.27186 -2.59828 -0.58372  -0.082
21 H 7.91632 -2.85874 2.46026  0.074
22 H 7.93631 -4.67987 1.96870  0.066
23 H 9.18044 -3.40590 1.12938  0.070
24 H 5.86019 -3.55060 0.84584  0.107
25 H 7.17305 -4.08544 -0.47733  0.101
26 H 6.91859 -1.73002 -1.29969  0.097
27 H 8.16453 -1.36551 0.16034  0.101
28 H 5.47334 -1.19664 1.47267  0.114
29 H 5.16462 -0.49699 -0.25006  0.095
30 H 5.96458 1.28011 1.68665  0.103
31 H 7.53812 0.27136 1.92808  0.107
32 H 8.51926 2.02145 0.55982  0.100
33 H 8.16087 0.75626 -0.79618  0.106
34 H 6.21612 2.04706 -1.74077  0.101
35 H 7.56994 3.32180 -1.40806  0.100
36 H 5.98204 3.50754 1.13868  0.102
37 H 5.65490 4.59682 -0.41375  0.110
38 H 4.43156 1.58657 -0.21549  0.076
39 H 3.95354 2.99094 -1.38508  0.090
40 H 3.46406 4.03124 1.54734  0.073
41 H 2.96816 2.20383 1.54088  0.073
42 H 1.34248 2.27710 -0.51524  -0.049
43 H 0.15798 3.98839 -0.60420  -0.087
44 H 1.57918 4.96448 0.57732  -0.057
45 H 2.08379 4.09396 -1.17854  -0.076
46 H 1.04062 3.51500 2.53894  0.067
47 H -0.58351 3.80599 1.57272  0.060
48 H 0.15802 1.29774 2.85092  0.096
49 H 0.65799 0.86909 1.07007  0.092
50 H -2.14931 2.33914 1.98294  0.084
51 H -1.82462 1.40779 0.27890  0.107
52 H -1.52812 -0.54246 2.75706  0.111
53 H -3.17471 0.37744 2.75109  0.105
54 H -2.68658 -2.07893 1.13628  0.131
55 H -2.60260 -0.63293 -0.18541  0.133
56 H -5.11278 -0.61529 -2.61194  0.100
57 H -5.18824 0.85219 -1.29332  0.096
58 H -6.69571 -0.25920 -1.57718  0.095
59 C -1.58446 -3.06830 5.51747  -0.729
60 O -0.37750 -3.12480 5.69258  0.022
61 N -2.22609 -3.83858 4.62038  0.147
62 N -2.38088 -2.23076 6.20586  0.149
63 H -3.21899 -3.80639 4.46194  0.095
64 H -1.66332 -4.48321 4.08085  0.110
65 H -1.93780 -1.63310 6.89131  0.111
66 H -3.37666 -2.16991 6.07567  0.095
67 C -3.98780 3.11032 4.63557  -0.706
68 O -3.49706 3.21796 3.52283  0.018
69 N -5.04517 2.31868 4.89068  0.142
70 N -3.51521 3.77364 5.70622  0.147
71 H -5.46313 2.21702 5.80004  0.074
72 H -5.43172 1.80152 4.11191  0.095
73 H -2.71968 4.38064 5.55766  0.112
74 H -3.90594 3.69789 6.63024  0.092
75 C 4.88563 -1.35746 -3.88065  -0.714
76 O 5.07772 -0.63770 -2.91336  0.013
77 N 5.68518 -1.35061 -4.96254  0.148
78 N 3.85730 -2.22185 -3.95130  0.160
79 H 5.54326 -1.93573 -5.76843  0.072
80 H 6.47131 -0.71407 -4.95010  0.106
81 H 3.23112 -2.25852 -3.15762  0.115
82 H 3.68278 -2.82259 -4.73926  0.018
83 C 3.38563 -4.31356 -7.18796  -0.686
84 O 3.57772 -3.59380 -6.22067  0.023
85 N 4.18518 -4.30671 -8.26985  0.169
86 N 2.35730 -5.17795 -7.25862  0.164
87 H 4.04326 -4.89183 -9.07575  0.104
88 H 4.97131 -3.67017 -8.25742  0.117
89 H 1.73112 -5.21462 -6.46493  0.118
90 H 2.18278 -5.77869 -8.04658  0.108
91 C -8.81155 -2.04153 1.97114  -0.723
92 O -9.79327 -2.36354 2.62164  0.009
93 N -8.24520 -0.82473 2.06314  0.163
94 N -8.20821 -2.87456 1.10416  0.163
95 H -7.43682 -0.54112 1.53582  0.089
96 H -8.66863 -0.16706 2.70464  0.095
97 H -8.60298 -3.80064 1.00465  0.112
98 H -7.39906 -2.62746 0.55969  0.064
99 C 0.08924 7.79731 0.74175  -0.724
100 O 1.22832 7.35868 0.71491  0.013
101 N -0.77602 7.51414 1.73218  0.149
102 N -0.40269 8.60305 -0.21659  0.135
103 H -1.71772 7.86572 1.77171  0.087
104 H -0.44556 6.91067 2.47378  0.110
105 H 0.21613 8.84094 -0.98069  0.107
106 H -1.33784 8.97410 -0.21179  0.085
107 C -0.68413 -2.00335 -7.68848  -0.718
108 O -1.37070 -1.08487 -8.10756  0.025
109 N 0.64959 -2.05058 -7.85812  0.167
110 N -1.19972 -3.05041 -7.01956  0.147
111 H 1.23171 -2.79828 -7.52041  0.064
112 H 1.07786 -1.28161 -8.35674  0.118
113 H -2.20025 -3.05402 -6.87024  0.109
114 H -0.65050 -3.81602 -6.66684  0.088
115 C -1.71076 -4.18342 -2.58555  -0.724
116 O -0.57168 -4.62205 -2.61240  0.014
117 N -2.57602 -4.46659 -1.59512  0.161
118 N -2.20269 -3.37768 -3.54390  0.154
119 H -3.51772 -4.11501 -1.55560  0.071
120 H -2.24556 -5.07006 -0.85352  0.113
121 H -1.58387 -3.13979 -4.30800  0.085
122 H -3.13784 -3.00664 -3.53910  0.094
123 C -8.31076 1.43789 5.55379  -0.701
124 O -7.17168 0.99926 5.52694  0.005
125 N -9.17602 1.15472 6.54422  0.157
126 N -8.80269 2.24363 4.59545  0.161
127 H -10.11772 1.50630 6.58374  0.100
128 H -8.84556 0.55125 7.28582  0.115
129 H -8.18387 2.48152 3.83134  0.113
130 H -9.73784 2.61468 4.60025  0.102

Results
Net charge: -1
HOMO in eV: -2.47
Orbital gap in eV: 3.71

---

> Number 2 is which compound?

C5H6F2